Computed, not measured: a 13-piece molecular cluster, C3H32N2O13 overall at a distorted geometry, with the ωB97M-V functional and the def2-TZVPD basis.

Structure (XYZ):
```
50
C3H32N2O13 (the ωB97M-V functional and the def2-TZVPD basis)
N 3.25162 2.55133 0.81834
C 2.09333 1.81717 0.44707
C 2.51097 0.92761 -0.70614
C 0.84195 2.51565 0.10764
N 0.81210 3.86592 0.05006
O -0.25985 1.91413 -0.16843
H 3.42831 2.45828 1.89657
H 4.20426 2.27403 0.40159
H 1.69678 1.25569 1.39364
H 1.72815 0.22137 -0.90509
H 3.40643 0.24668 -0.48476
H 2.95757 1.45387 -1.48287
H -0.05042 4.47558 -0.08084
H 1.70988 4.32165 -0.04200
H -2.19991 -0.93022 -1.82622
H -2.70093 -1.18925 -0.35925
O -2.81490 -1.48158 -1.29666
H 1.35585 -2.37791 2.40560
H 1.85402 -2.50129 3.94836
O 1.11953 -2.60441 3.32662
H -0.04288 -3.23252 -4.19213
H -0.02177 -1.83329 -3.69866
O -0.07186 -2.40793 -4.51388
H 0.30666 -2.58844 -0.96239
H -0.23885 -1.17406 -0.68973
O 0.48448 -1.60652 -1.05077
H -1.71236 -0.69143 -3.81127
H -2.24889 0.74364 -3.51012
O -1.82771 -0.03015 -3.19942
H -0.90596 -2.68856 4.34251
H 0.05490 -1.58381 4.57438
O -0.86297 -1.74756 4.70233
H -1.06454 0.44008 0.31815
H -0.74871 -0.42962 1.57631
O -1.25473 -0.40501 0.72786
H -0.44893 0.47259 3.82572
H 0.45169 -0.78380 3.34462
O 0.29828 0.14989 3.17583
H -2.88139 1.58657 -2.06898
H -1.43068 2.06810 -1.86823
O -2.32305 2.34347 -2.08384
H -1.90680 -2.94089 -1.59023
H -1.30491 -4.01267 -0.54628
O -1.19583 -3.51303 -1.40661
H 1.74978 -2.12141 0.03711
H 2.57256 -1.28408 0.86898
O 2.11419 -2.06818 0.94881
H -2.92999 2.91722 -0.56620
H -4.12702 3.87147 -0.27546
O -3.42745 3.33562 0.14837
```

Computed properties:
gap between HOMO and LUMO	10.1	eV
E_HOMO	-9.9	eV
relative energy (zero: lowest compared OMol25 entry of this formula, charge and spin)	3.148	eV
LUMO energy	0.0075	Ha


Computed, not measured: a 5-piece molecular cluster, C43H91ClN9O8P2 overall at a distorted geometry, with the ωB97M-V functional and the def2-TZVPD basis.

Structure (XYZ):
```
154
C43H91ClN9O8P2 (the ωB97M-V functional and the def2-TZVPD basis)
N 0.05120 -6.60312 3.37882
P -1.24736 -5.76603 3.47963
N -1.54712 -4.74052 2.10355
C -0.25990 -4.25927 1.48040
C 0.25924 -2.99697 2.16456
C -0.33909 -1.69284 1.59533
C -1.14531 -0.82271 2.52801
O -2.09555 -0.22363 2.13755
O -0.70325 -0.70186 3.82000
C -2.49303 -5.24441 1.20998
N -2.07539 -6.20866 0.39928
Cl -2.96013 -6.80748 -0.89274
N -3.73047 -4.72168 1.09341
C -4.89831 -5.62020 1.40337
C -5.30300 -5.77063 2.86793
O -6.34280 -4.86717 3.15489
P -3.69221 -2.94448 1.49393
N -5.30962 -2.65675 1.09741
O -3.80020 -2.88134 3.13081
H -0.12193 -7.60239 3.42951
H -1.25310 -4.80764 4.49533
H -2.44833 -6.47940 3.59019
H -0.46950 -4.03075 0.42942
H 0.49441 -5.05116 1.49151
H 1.34049 -2.99358 1.99420
H 0.13261 -3.06203 3.24969
H 0.47745 -1.07760 1.20451
H -1.01952 -1.90868 0.76847
H -1.09920 -1.38625 4.37559
H -1.14874 -6.60906 0.50848
H -5.76831 -5.24318 0.86135
H -4.68124 -6.60472 0.98132
H -4.44937 -5.66052 3.55082
H -5.66881 -6.80134 2.98515
H -6.34295 -4.61297 4.08302
H -5.43114 -1.65233 0.99060
H -5.57486 -3.10152 0.22399
H -3.47614 -3.66267 3.58647
C -2.43542 -2.93498 -7.45028
C -1.61200 -3.26988 -6.18991
C -1.07899 -4.70391 -6.26572
C -2.14541 -5.77837 -6.04365
C -2.91235 -5.51340 -4.74967
C -3.50495 -4.10664 -4.67366
N -2.43375 -3.10347 -4.94478
O -1.70993 -2.89403 -3.89836
C -4.68020 -3.97247 -5.65474
C -4.08337 -3.84702 -3.28956
C -0.45115 -2.28690 -6.14130
H -3.19366 -2.18204 -7.23757
H -1.77695 -2.52682 -8.21493
H -2.92583 -3.80212 -7.88890
H -0.29693 -4.82533 -5.50954
H -0.59865 -4.83846 -7.23677
H -2.83336 -5.82864 -6.89077
H -1.66361 -6.75599 -5.98865
H -3.72528 -6.23745 -4.63879
H -2.23482 -5.66451 -3.90082
H -5.02568 -2.93955 -5.70112
H -5.50777 -4.59037 -5.30544
H -4.44805 -4.29938 -6.66260
H -3.35169 -4.00730 -2.49831
H -4.91993 -4.52952 -3.12480
H -4.45560 -2.82517 -3.20498
H -0.81175 -1.26226 -6.04086
H 0.11788 -2.36385 -7.06688
H 0.23397 -2.49038 -5.32254
C 6.56972 -2.15296 -6.29920
C 5.12198 -1.69210 -6.03693
C 5.00112 -1.06120 -4.64704
C 5.05324 -2.07265 -3.50378
C 4.03061 -3.18718 -3.71515
C 4.15622 -3.87186 -5.07768
N 4.15545 -2.83444 -6.15827
O 2.96303 -2.43068 -6.42991
C 5.42095 -4.74033 -5.12811
C 2.97389 -4.80553 -5.30461
C 4.77827 -0.65788 -7.10172
H 6.59634 -2.98968 -6.99650
H 7.13666 -1.33799 -6.74666
H 7.09924 -2.44337 -5.39382
H 4.05469 -0.51452 -4.59048
H 5.79830 -0.32270 -4.53715
H 6.05844 -2.48991 -3.40235
H 4.84262 -1.56101 -2.56302
H 4.12911 -3.94842 -2.93664
H 3.02333 -2.76725 -3.62310
H 5.58250 -5.12675 -6.13480
H 5.29291 -5.59007 -4.45712
H 6.32152 -4.22310 -4.81260
H 2.02425 -4.28719 -5.19402
H 3.01700 -5.60964 -4.56833
H 3.00984 -5.24715 -6.30119
H 4.80833 -1.09846 -8.09890
H 5.51476 0.14432 -7.05492
H 3.79347 -0.22533 -6.94702
C 0.08591 4.58598 2.62838
C 0.75907 3.29883 2.11821
C 1.41562 2.55573 3.28534
C 2.69158 3.22393 3.79556
C 3.67150 3.47889 2.65067
C 3.05508 4.26291 1.48975
N 1.78056 3.59770 1.06507
O 1.99716 2.58199 0.30153
C 2.82280 5.72548 1.89657
C 4.00907 4.28466 0.30281
C -0.33063 2.43326 1.50511
H 0.04769 5.34892 1.85063
H -0.94263 4.38112 2.92553
H 0.58301 5.00774 3.50042
H 1.65509 1.53581 2.96322
H 0.68290 2.46739 4.09117
H 2.45619 4.15688 4.31379
H 3.16277 2.57815 4.53861
H 4.54400 4.02758 3.01181
H 4.03681 2.51841 2.27297
H 2.26732 6.25589 1.12217
H 3.78957 6.21495 2.01292
H 2.29615 5.84461 2.83865
H 4.30648 3.28378 0.00073
H 4.90485 4.83820 0.58518
H 3.55277 4.78002 -0.55474
H -0.78623 2.91925 0.64104
H -1.11003 2.25501 2.24521
H 0.04741 1.46556 1.18285
C -0.86237 9.94867 7.40611
C 0.02465 9.11386 6.46096
C -0.12831 9.59518 5.01514
C -1.45733 9.20271 4.37076
C -1.70539 7.70090 4.50049
C -1.60852 7.19760 5.94246
N -0.31486 7.65568 6.54199
O 0.67096 6.90816 6.17956
C -2.81778 7.67814 6.75692
C -1.63378 5.67732 5.96998
C 1.46702 9.29898 6.91562
H -1.15636 9.37115 8.28195
H -0.30540 10.81546 7.75890
H -1.76278 10.32768 6.92662
H 0.68886 9.17750 4.41839
H -0.00531 10.68054 5.00173
H -2.28246 9.76658 4.81324
H -1.43801 9.47596 3.31445
H -2.69138 7.44032 4.10853
H -0.97112 7.16572 3.88902
H -2.69273 7.43386 7.81235
H -3.71047 7.16760 6.39541
H -3.00880 8.74354 6.67350
H -0.85470 5.25969 5.33846
H -2.59668 5.32087 5.60083
H -1.49762 5.29232 6.98141
H 1.61080 8.91521 7.92629
H 1.69594 10.36477 6.91347
H 2.17000 8.79813 6.25538
```

Computed properties:
charge	+1
gap between HOMO and LUMO (alpha / beta)	5.4 / 6.5	eV
2S+1	5
E_HOMO (alpha / beta)	-9.3 / -10.4	eV
relative energy (zero: lowest compared OMol25 entry of this formula, charge and spin)	0.508	eV
LUMO energy (alpha / beta)	-0.1454 / -0.1454	Ha
expectation value of S²	6.02


Computed, not measured: a 10-piece molecular cluster, C31H87N15O13 overall at a distorted geometry, with the ωB97M-V functional and the def2-TZVPD basis.

Structure (XYZ):
```
146
C31H87N15O13 (the ωB97M-V functional and the def2-TZVPD basis)
C 6.51507 3.21745 -2.22772
O 6.09759 1.96885 -1.74780
C 4.74866 1.60409 -2.07844
C 4.55253 0.13916 -1.87509
C 5.38735 -0.73189 -2.87155
N 3.13954 -0.15223 -2.02447
H 6.05440 4.11083 -1.89073
H 6.43095 3.17956 -3.33168
H 7.56421 3.25993 -1.99786
H 4.02084 2.22882 -1.48894
H 4.63585 1.81297 -3.18715
H 4.95059 -0.09860 -0.86602
H 5.11366 -0.63178 -3.93944
H 5.24336 -1.79908 -2.61365
H 6.42173 -0.44926 -2.76891
H 2.63075 0.17336 -1.24976
H 2.96472 -1.15748 -1.95442
C -7.66937 2.92145 2.41534
O -6.36925 3.04314 1.83642
C -5.69536 1.76718 1.84627
C -4.36453 1.87388 1.23078
C -4.45924 1.95195 -0.34109
N -3.44561 0.78170 1.61103
H -8.31017 2.23253 1.81245
H -8.16565 3.91742 2.40201
H -7.65527 2.62275 3.51108
H -5.55727 1.61739 2.88714
H -6.20477 0.96353 1.36776
H -3.90690 2.84371 1.53180
H -4.86493 1.04199 -0.87179
H -3.47671 2.04669 -0.84789
H -5.03773 2.89703 -0.52908
H -3.66365 -0.11929 1.27477
H -3.42429 0.64792 2.65343
C -3.49900 -3.37324 2.20270
O -2.98602 -3.62689 0.89094
C -3.00425 -4.99210 0.66974
C -2.58083 -5.23192 -0.75124
N -1.19135 -4.89804 -1.07776
C -0.97411 -3.62664 -1.80954
C 0.42650 -3.45974 -2.39355
O 0.69796 -4.62935 -3.16547
C 1.97902 -4.58994 -3.67462
H -2.98335 -4.03319 2.93197
H -4.61667 -3.52913 2.14226
H -3.28736 -2.33991 2.47424
H -4.01856 -5.41902 0.78286
H -2.40494 -5.56277 1.43125
H -3.19458 -4.65305 -1.43821
H -2.80176 -6.23635 -0.92513
H -0.68167 -5.69303 -1.45926
H -1.16126 -2.78854 -1.14985
H -1.64350 -3.54435 -2.70506
H 1.11664 -3.48677 -1.57596
H 0.52350 -2.55181 -3.02074
H 2.14428 -3.77880 -4.34969
H 2.11641 -5.56030 -4.14574
H 2.71591 -4.56013 -2.84449
C 0.36103 6.34554 -2.99616
O 0.22798 5.45200 -1.94943
C -0.50216 4.23915 -2.30085
C -0.37339 3.11545 -1.26294
N 1.03063 2.78351 -0.85464
C 1.19820 2.84487 0.54789
C 2.30435 1.82691 0.98386
O 2.55943 1.99843 2.32657
C 3.74084 1.24907 2.74989
H 0.92984 7.18301 -2.66543
H -0.65168 6.68924 -3.27076
H 0.75386 5.84750 -3.94517
H -0.11392 3.91209 -3.23602
H -1.58306 4.41897 -2.41455
H -0.83515 2.17644 -1.60843
H -0.95296 3.42578 -0.34684
H 1.63880 3.36242 -1.38295
H 0.26703 2.49981 1.00936
H 1.40647 3.84131 0.97084
H 3.16289 1.95825 0.33408
H 1.94842 0.79280 0.79745
H 3.96364 1.43869 3.85007
H 4.58261 1.47270 2.07086
H 3.51855 0.16541 2.68165
C -0.02198 -2.77708 4.55073
O 0.38657 -2.61536 3.22161
C 0.78167 -3.91029 2.67224
C 1.54802 -3.60318 1.45370
N 2.74194 -2.91277 1.81026
C 3.53951 -2.44293 0.75945
C 4.45412 -3.50494 0.16944
O 5.63231 -3.84910 0.85336
C 5.51403 -4.66391 2.01297
H -0.08890 -1.81143 5.01993
H 0.71956 -3.34510 5.07679
H -0.98353 -3.30150 4.61437
H -0.16790 -4.42523 2.45567
H 1.37927 -4.44583 3.41419
H 0.87448 -3.01854 0.74219
H 1.71788 -4.62210 0.99595
H 2.46701 -2.20697 2.46585
H 4.17050 -1.61792 1.09613
H 2.89237 -2.08506 -0.04563
H 4.65187 -3.17776 -0.85297
H 3.81869 -4.39797 0.09467
H 6.45866 -5.18029 2.00902
H 4.71274 -5.37347 1.64268
H 5.16067 -4.16314 2.97320
N 0.61133 0.62142 -3.85743
C 1.20635 1.44530 -4.74901
N 2.55256 1.54294 -4.60565
O 0.65892 2.03194 -5.64582
H 1.16647 0.32023 -3.03019
H -0.34811 0.81295 -3.68285
H 3.02319 0.91060 -3.93849
H 3.00676 2.10351 -5.28192
N 0.38481 4.19521 3.59077
C -0.56772 3.27999 3.87341
N -0.40301 1.96969 3.38596
O -1.67381 3.53623 4.34018
H 0.95110 3.96697 2.77264
H 0.13401 5.16612 3.72744
H -1.09580 1.31441 3.82257
H 0.52993 1.61478 3.22135
N -4.32104 1.42815 -4.73859
C -2.99182 1.64469 -4.43798
N -2.34824 2.19979 -5.45650
O -2.48779 1.42186 -3.35800
H -4.63751 2.11104 -5.41386
H -4.88263 1.40654 -3.89275
H -2.73462 2.11190 -6.37276
H -1.32108 2.21301 -5.38371
N -1.43779 -0.15673 -1.15277
C -0.37342 -0.32255 -0.40614
N -0.58008 -0.21184 0.93029
O 0.71191 -0.62933 -0.86393
H -1.39493 -0.05359 -2.14064
H -2.25624 0.24237 -0.71347
H 0.25450 -0.24481 1.44412
H -1.44176 0.31123 1.23804
N -3.62354 2.13612 5.69516
C -3.79267 0.79567 5.42975
N -5.08857 0.28895 5.71683
O -2.91567 0.11115 4.88866
H -4.51168 2.66934 5.83409
H -2.83568 2.62216 5.17205
H -5.62545 0.63886 6.54716
H -5.33504 -0.71442 5.48136
```

Computed properties:
structure (SMILES)	COC[C@H](C)N.COC[C@H](C)N.COCCNCCOC.COCCNCCOC.COCCNCCOC.NC(N)=O.NC(N)=O.NC(N)=O.NC(N)=O.NC(N)=O
gap between HOMO and LUMO	8.7	eV
E_HOMO	-8.2	eV
relative energy (zero: lowest compared OMol25 entry of this formula, charge and spin)	6.053	eV
LUMO energy	0.0194	Ha


Record-wise E values, in eV: -33227.56648, -106944.41316, -82526.96025